C36H28Co2O6P as an isolated structure in a non-equilibrium geometry. Source: the Open Molecules 2025 dataset; level of theory: ωB97M-V/def2-TZVPD.

Structure (XYZ):
```
73
Properties=species:S:1:pos:R:3:forces:R:3
C -0.82284 6.13557 -2.78782 0.0 0.2 -0.1
C -0.47935 4.90587 -1.99949 0.2 -0.2 0.1
C -0.19962 3.70246 -2.65523 -0.1 0.0 0.2
C 0.13745 2.56230 -1.93344 0.2 0.2 0.5
C 0.28742 2.62812 -0.52907 -0.4 0.3 -0.1
P 1.00527 1.17362 0.32785 -0.1 -0.3 -0.1
C 2.80349 1.51442 0.15361 0.5 0.1 -0.2
C 3.70839 0.54599 0.64545 -0.2 0.5 0.0
C 5.06981 0.82233 0.70973 -0.1 0.1 -0.1
C 5.57434 2.03868 0.23829 -0.3 0.0 0.0
C 7.04065 2.33964 0.34505 0.2 0.1 0.0
C 4.69244 2.95815 -0.33348 0.1 -0.3 0.0
C 3.32889 2.68667 -0.41515 0.0 -0.2 0.4
C 0.73867 1.63700 2.08437 0.1 0.0 0.5
C -0.52081 1.35144 2.66021 0.4 0.3 -0.2
C -0.84665 1.85486 3.91509 0.1 0.0 0.0
C 0.08778 2.58534 4.65711 0.0 0.0 -0.3
C -0.28149 3.14505 5.99936 -0.1 0.1 0.2
C 1.36614 2.77970 4.13065 -0.2 -0.2 0.1
C 1.70300 2.28458 2.87415 -0.4 0.1 -0.1
C -0.09358 3.80839 0.12858 0.3 -0.1 -0.3
C -0.43805 4.94086 -0.60421 -0.2 -0.2 -0.2
H -1.06407 6.96073 -2.11247 0.0 0.0 -0.1
H 0.01592 6.44575 -3.42376 -0.1 0.0 0.1
H -1.68459 5.96654 -3.44524 0.1 0.0 0.1
H -0.24668 3.67441 -3.74601 -0.1 -0.1 0.3
H 0.29882 1.61662 -2.45064 0.1 0.2 0.1
H 3.33391 -0.41753 0.99065 0.0 0.2 0.0
H 5.76416 0.09528 1.13627 -0.2 0.1 -0.1
H 7.26048 3.31329 -0.10088 0.1 -0.1 0.1
H 7.36529 2.35993 1.39314 0.0 0.0 -0.2
H 7.64796 1.58320 -0.16763 -0.1 0.1 0.1
H 5.08572 3.90095 -0.71448 -0.1 -0.2 0.0
H 2.67812 3.40754 -0.90558 0.0 -0.1 0.3
H -1.24240 0.74436 2.11170 0.1 0.2 0.0
H -1.84050 1.69014 4.33723 0.3 -0.1 -0.2
H 0.58093 3.64423 6.44915 -0.1 0.0 0.0
H -1.09577 3.87556 5.91334 0.1 -0.1 0.0
H -0.61996 2.35933 6.68604 0.1 0.1 -0.1
H 2.10210 3.33195 4.71518 -0.1 -0.2 -0.1
H 2.71855 2.42409 2.51030 -0.2 0.1 -0.1
H -0.10831 3.86026 1.21514 0.2 0.0 -0.2
H -0.67509 5.87250 -0.09019 0.0 -0.2 -0.1
O -1.04546 -5.55236 1.58343 0.0 1.4 -0.2
C -1.47963 -4.55900 1.17069 -0.7 -1.9 -0.3
Co -2.16075 -3.14830 0.39876 -1.2 0.8 -0.9
C -2.99694 -2.34678 1.73240 -0.4 0.4 1.8
O -3.46310 -1.87006 2.68021 0.4 -0.4 -1.1
C -0.82340 -2.20795 -0.17720 2.3 1.9 -1.2
O 0.09772 -1.61723 -0.57735 -1.3 -1.3 0.6
C -2.71877 -4.00378 -1.39210 0.3 -2.5 1.6
C -1.76035 -4.94136 -1.95582 0.0 -0.5 -1.0
C -0.47580 -4.53076 -2.37711 -0.3 -0.5 0.2
C 0.52124 -5.48234 -2.57460 -0.3 0.1 0.0
C 0.22342 -6.84501 -2.44123 0.0 -0.1 0.0
C -1.10193 -7.25697 -2.25433 0.1 0.3 -0.2
C -2.10757 -6.30631 -2.07648 0.6 0.2 0.2
C -4.10303 -4.21584 -1.09007 1.1 -3.6 1.3
C -4.87992 -5.10041 -0.45140 -0.2 0.5 -0.5
Co -3.80681 -2.68283 -1.89056 -1.0 4.4 -1.1
C -2.67420 -1.53298 -2.63138 1.3 1.7 -1.2
O -2.00575 -0.71556 -3.10474 -0.9 -1.4 0.8
C -4.60411 -1.56772 -0.76403 -1.0 1.7 1.0
O -5.17726 -0.74752 -0.18459 0.7 -1.2 -0.6
C -5.04673 -2.85408 -3.17471 -0.9 -0.5 -0.8
O -5.90037 -2.99923 -3.94080 1.3 0.2 1.1
H -0.28159 -3.46629 -2.52234 0.1 -0.3 0.3
H 1.53187 -5.14302 -2.80816 -0.2 -0.2 0.0
H 1.02333 -7.58410 -2.50535 -0.2 0.2 -0.1
H -1.36365 -8.31698 -2.23278 0.2 0.3 -0.1
H -3.15460 -6.61153 -1.99696 0.4 0.2 0.3
H -5.95760 -4.92221 -0.38959 0.3 -0.2 0.2
H -4.44419 -5.98161 0.03531 -0.2 0.3 -0.2
```
Positions in Å, forces in eV/Å.

The value obtained for the energy relative to the best compared isomer or geometry (same formula, charge and spin) is 0.000 eV. As for the LUMO energy: 2.274 eV. As for the frontier orbital gap: 6.2 eV. Its highest occupied orbital energy is -3.93 eV. As for the total charge: -1.


A 2-piece molecular cluster, C2H8 overall in a non-equilibrium geometry. Source: the Open Molecules 2025 dataset; level of theory: ωB97M-V/def2-TZVPD.

Structure (XYZ):
```
10
Properties=species:S:1:pos:R:3:forces:R:3
C -0.37406 2.52718 -1.86805 1.9 0.2 1.5
H -0.33105 1.61966 -2.55001 -0.3 0.9 1.4
H -0.94480 2.56444 -0.92421 -0.8 -1.0 -0.7
H 0.63652 2.71250 -1.26696 -1.3 -0.2 -2.1
H -0.72036 3.39061 -2.44058 0.4 0.2 -0.1
C 0.36097 -2.54518 1.87196 2.7 -2.6 -3.3
H 0.23564 -1.67415 2.35789 -0.4 3.0 1.9
H 0.53260 -2.27745 0.76462 0.6 -0.2 1.6
H 1.22175 -3.18472 2.31132 -1.6 1.0 -0.8
H -0.55180 -3.04291 1.72445 -1.3 -1.1 0.7
```
Positions in Å, forces in eV/Å.

The value obtained for the energy relative to the best compared isomer or geometry (same formula, charge and spin) is 0.752 eV. As for the LUMO energy (alpha / beta): 4.000 / 4.310 eV. As for the frontier orbital gap (alpha / beta): 2.5 / 12.1 eV. Its multiplicity is 2. Its highest occupied orbital energy (alpha / beta) is 1.47 / -7.75 eV. The expectation value of S² is 0.75. As for the total charge: -1.


The molecule C5H7N. Source: the Open Molecules 2025 dataset; level of theory: ωB97M-V/def2-TZVPD.

Structure (XYZ):
```
13
Properties=species:S:1:pos:R:3:forces:R:3
C -1.29325 0.07580 0.67927 0.2 0.2 0.2
C -0.39706 -0.98722 0.25297 -0.1 -0.4 -0.1
C 0.41021 -0.28570 -0.88348 0.0 0.0 -0.1
C 1.26883 0.22469 0.26434 0.1 0.2 0.0
N 0.12472 0.01218 1.21748 0.0 -0.2 0.4
C -0.48049 0.80475 -1.43532 0.0 -0.3 -0.2
H -1.78522 0.60624 -0.17177 0.7 0.6 0.1
H -1.96274 -0.01967 1.52441 0.0 -0.1 -0.1
H -0.39756 -2.04122 0.51024 -0.1 0.1 -0.2
H 0.81873 -0.86409 -1.71875 0.1 0.0 0.2
H 1.74077 1.21209 0.17371 -0.3 0.0 0.2
H 2.02688 -0.49623 0.59946 -0.2 0.2 -0.1
H -0.07381 1.75838 -1.01256 -0.3 -0.2 -0.3
```
Positions in Å, forces in eV/Å.

The value obtained for the energy relative to the best compared isomer or geometry (same formula, charge and spin) is 7.250 eV. As for the LUMO energy: -0.335 eV. As for the frontier orbital gap: 8.5 eV. Its highest occupied orbital energy is -8.80 eV. As for the total charge: 0.


C36H29N4O2P2W as an isolated structure. Source: the Open Molecules 2025 dataset; level of theory: ωB97M-V/def2-TZVPD.

Structure (XYZ):
```
74
Properties=species:S:1:pos:R:3:forces:R:3
W 0.01345 0.07913 -0.08024 0.1 -0.1 0.1
C 3.31361 0.00372 -1.12526 0.0 0.0 0.0
P 2.43584 0.36390 0.41648 0.1 0.0 0.0
C 2.99595 -0.91713 1.56819 0.1 0.1 0.0
C 4.14639 -0.72736 2.33335 0.0 0.0 0.0
C 4.61675 -1.74737 3.14525 0.0 0.0 0.0
C 3.94934 -2.96384 3.19507 0.0 0.0 0.0
C 2.81201 -3.16390 2.42623 0.0 0.0 0.0
C 2.33659 -2.14321 1.61576 0.0 0.0 0.0
C 2.92719 1.96581 1.06770 0.0 0.0 0.0
C 3.27104 3.00007 0.19404 0.0 0.0 0.0
C 3.55186 4.26266 0.68776 0.0 0.0 0.0
C 3.48284 4.50657 2.05209 0.0 0.0 0.0
C 3.13255 3.48633 2.92335 0.0 0.0 0.0
C 2.84823 2.22020 2.43657 0.0 0.0 0.0
C 2.34011 -0.73884 -1.97506 0.0 0.0 0.0
C 2.54489 -1.46200 -3.09799 0.0 -0.1 0.0
C 1.26391 -1.71339 -3.68936 0.1 0.0 0.0
C 0.32998 -1.13132 -2.90505 0.0 0.0 0.1
C -1.12055 -0.91509 -3.14791 0.0 0.0 0.0
P -1.91786 -0.68170 -1.53611 -0.1 0.0 0.0
C -3.43255 0.24496 -1.82340 0.0 0.1 0.0
C -3.56736 1.54651 -1.34846 0.0 0.0 0.0
C -4.71147 2.27834 -1.63512 0.0 0.0 0.0
C -5.71948 1.70563 -2.39517 0.0 0.0 0.0
C -5.59062 0.40615 -2.87300 0.0 0.0 0.0
C -4.45128 -0.32649 -2.58944 0.0 0.0 0.0
C -2.42085 -2.32893 -0.98373 0.0 0.0 0.0
C -1.60206 -3.42216 -1.26966 0.0 0.0 0.0
C -1.92977 -4.67853 -0.78374 0.0 0.0 0.0
C -3.06680 -4.84761 -0.00505 0.0 0.0 0.0
C -3.87627 -3.75967 0.29026 0.0 0.0 0.0
C -3.55393 -2.50018 -0.19349 0.0 0.0 0.0
N 0.95078 -0.55501 -1.76542 -0.1 0.0 0.0
H 4.22228 -0.56318 -0.92593 0.0 0.0 0.0
H 3.60225 0.93680 -1.61223 0.0 0.0 0.0
H 4.67435 0.21752 2.30013 0.0 0.0 0.0
H 5.50761 -1.59138 3.73861 0.0 0.0 0.0
H 4.31831 -3.75715 3.83132 0.0 0.0 0.0
H 2.29668 -4.11486 2.45255 0.0 0.0 0.0
H 1.45452 -2.32493 1.00978 0.0 0.0 0.0
H 3.31406 2.83535 -0.87498 0.0 0.0 0.0
H 3.80597 5.06393 0.00704 0.0 0.0 0.0
H 3.68164 5.49958 2.43031 0.0 0.0 0.0
H 3.07293 3.67773 3.98638 0.0 0.0 0.0
H 2.56975 1.43043 3.12165 0.0 0.0 0.0
H 3.50533 -1.74442 -3.49788 0.0 0.0 0.0
H 1.07231 -2.22610 -4.61833 0.0 0.0 0.0
H -1.57874 -1.73164 -3.70574 0.0 0.0 0.0
H -1.28576 0.01270 -3.70355 0.0 0.0 0.0
H -2.77861 1.99433 -0.75846 0.0 0.0 0.0
H -4.80225 3.29479 -1.27815 0.0 0.0 0.0
H -6.61145 2.27514 -2.61978 0.0 0.0 0.0
H -6.37877 -0.03621 -3.46741 0.0 0.0 0.0
H -4.35623 -1.34048 -2.95949 0.0 0.0 0.0
H -0.71212 -3.29833 -1.87639 0.0 0.0 0.0
H -1.30143 -5.52741 -1.01878 0.0 0.0 0.0
H -3.32369 -5.82995 0.36842 0.0 0.0 0.0
H -4.76476 -3.89259 0.89309 0.0 0.0 0.0
H -4.19169 -1.65544 0.03463 0.0 0.0 0.0
N -0.19465 1.99778 -0.26002 -0.1 0.0 0.1
C -0.39503 3.16489 -0.23364 0.0 0.1 0.0
C -0.69693 4.47623 -0.24593 0.0 0.0 0.1
C 0.15034 5.42015 0.40899 0.0 0.0 0.0
N 0.83781 6.17176 0.94239 0.0 0.0 0.0
C -1.89733 4.89453 -0.89725 0.0 0.0 0.0
N -2.86852 5.19333 -1.43611 0.0 0.0 0.0
C -1.12129 -0.72878 3.67472 -0.1 0.0 0.0
C -0.59531 -0.44062 2.32670 0.0 0.0 -0.2
O 0.27129 0.43532 2.07008 -0.1 0.0 0.0
O -1.01258 -1.08552 1.27956 0.0 0.1 0.0
H -2.19876 -0.55783 3.67564 0.0 0.0 0.0
H -0.63508 -0.10587 4.41857 0.0 0.0 0.0
H -0.95895 -1.78585 3.89003 0.0 0.0 0.0
```
Positions in Å, forces in eV/Å.

As for the LUMO energy (alpha / beta): -4.181 / -4.180 eV. As for the frontier orbital gap (alpha / beta): 6.9 / 6.9 eV. Its highest occupied orbital energy (alpha / beta) is -11.03 / -11.03 eV. As for the total charge: +1.


C14H26MnO3P2 as an isolated structure in a non-equilibrium geometry. Source: the Open Molecules 2025 dataset; level of theory: ωB97M-V/def2-TZVPD.

Structure (XYZ):
```
46
Properties=species:S:1:pos:R:3:forces:R:3
Mn 0.40126 0.06672 -1.16669 -5.6 2.7 -1.4
H 3.20022 -0.50301 -2.59082 0.0 -0.5 0.0
H 2.90212 -1.19505 -2.54630 0.4 0.4 -0.1
P 1.02939 2.16703 -1.50328 0.8 3.5 -0.3
P -0.48216 -1.96875 -1.37070 -1.4 -3.3 -0.1
C -0.44092 -2.92516 0.20170 0.2 0.4 0.1
H -0.99566 -3.86869 0.09562 0.2 0.3 -0.1
H 0.60349 -3.13657 0.46974 -0.3 -0.1 0.0
H -0.89130 -2.32394 1.00416 0.0 -0.2 -0.1
C -2.26935 -1.89413 -1.73822 0.0 0.4 -0.2
H -2.39866 -1.46142 -2.73784 -0.1 -0.1 0.2
H -2.70836 -2.90026 -1.70389 0.2 0.2 0.0
H -2.77047 -1.24075 -1.00488 0.2 -0.1 -0.1
C 0.24953 -3.14934 -2.56821 0.1 0.4 -0.1
H 1.28846 -3.35205 -2.27174 -0.3 0.0 -0.1
H -0.32070 -4.08976 -2.59892 0.2 0.4 0.1
H 0.26375 -2.68129 -3.56172 0.0 -0.2 0.2
C -0.45281 3.22421 -1.70766 -0.2 -0.4 -0.1
H -0.18320 4.28809 -1.72607 0.1 -0.3 0.0
H -0.95830 2.94591 -2.64009 0.1 0.2 0.1
H -1.13251 3.01043 -0.87025 0.3 0.1 -0.3
C 1.83297 2.91001 -0.02305 0.0 -0.5 0.1
H 2.78337 2.39480 0.17103 -0.2 0.2 0.0
H 2.02070 3.98144 -0.18218 -0.1 -0.3 -0.1
H 1.17820 2.77718 0.84918 0.1 0.1 -0.3
C 2.17320 2.60630 -2.85730 -0.1 -0.3 0.0
H 1.76465 2.21652 -3.79849 0.2 0.2 0.2
H 2.30997 3.69491 -2.92279 0.0 -0.4 0.1
H 3.13713 2.11497 -2.66830 -0.2 0.2 -0.1
C 1.62568 -0.43435 0.02609 8.0 -3.6 8.5
O 2.41206 -0.83078 0.80597 -3.8 2.0 -4.0
H 1.12048 -0.23995 -2.48797 -0.5 0.2 -0.5
O -3.10780 0.18499 0.76625 1.6 0.7 -0.6
C -1.98143 0.58637 1.10125 -1.7 -1.3 1.5
O -1.06219 1.15271 0.40356 1.4 -0.6 -2.5
C -1.54417 0.29790 2.52042 0.3 0.0 0.7
C -0.36707 0.87385 3.02430 0.0 -0.4 -0.1
C 0.21656 0.39173 4.19489 -0.3 0.1 0.1
C -0.44355 -0.59680 4.93992 0.0 0.1 -0.3
C -1.66963 -1.10940 4.49358 0.2 0.3 0.0
C -2.22535 -0.65506 3.29434 0.3 0.2 0.0
H 0.09052 1.69420 2.47114 0.0 -0.3 0.1
H 1.17958 0.79962 4.51488 -0.4 -0.1 0.1
H -0.00064 -0.94031 5.87326 -0.1 0.0 -0.2
H -2.18905 -1.86407 5.08321 0.1 0.2 -0.1
H -3.18799 -1.01901 2.94285 0.3 -0.1 0.0
```
Positions in Å, forces in eV/Å.

As for the LUMO energy (alpha / beta): -4.613 / -6.045 eV. As for the frontier orbital gap (alpha / beta): 6.9 / 5.4 eV. Its multiplicity is 5. Its highest occupied orbital energy (alpha / beta) is -11.47 / -11.47 eV. The expectation value of S² is 6.09. As for the total charge: +1.


C24H28N4O3S as an isolated structure in a non-equilibrium geometry. Source: the Open Molecules 2025 dataset; level of theory: ωB97M-V/def2-TZVPD.

Structure (XYZ):
```
60
Properties=species:S:1:pos:R:3:forces:R:3
C 1.37466 0.49028 2.03470 -6.6 3.7 4.3
C 1.78898 1.89780 2.41360 -4.0 2.8 2.7
C 3.27317 2.36210 2.23292 -2.0 -5.5 1.7
C 3.55644 2.66213 0.81382 0.8 1.0 -1.7
N 3.39311 1.44187 -0.27336 -6.2 8.0 7.0
S 2.80457 1.94371 -1.61222 0.8 7.5 -4.0
O 3.18250 0.82244 -2.34248 0.6 -3.0 -3.9
O 3.22006 3.39456 -2.11232 -1.5 -5.4 2.5
C 1.04133 1.97338 -1.50930 2.2 -3.2 1.6
C 0.56443 0.66371 -1.47341 -10.3 14.1 4.0
C -0.89543 0.74697 -1.13206 3.7 -11.4 -2.1
C -1.61421 -0.60621 -1.21606 6.0 -2.5 -1.0
C -2.83924 -0.89946 -1.00104 6.0 18.8 1.0
C -3.52449 0.58556 -0.60689 -3.8 -9.0 -2.6
N -2.93327 1.63700 -0.72188 -5.0 3.9 2.0
C -1.67754 1.67762 -0.72366 5.3 3.4 -1.4
C -0.94324 2.81436 -0.77580 -4.9 8.9 3.1
C 0.32062 3.03871 -1.01268 4.6 3.9 -2.1
H 0.96565 4.15360 -1.15922 -2.5 -3.4 0.8
H -1.62128 3.88254 -0.48698 1.9 -3.1 -0.8
C -5.03651 0.51143 -0.48632 4.3 6.0 5.0
C -5.97508 -0.34127 -0.77336 6.7 -7.2 -6.9
C -7.21440 -0.22975 -0.59043 -10.0 -3.1 2.7
C -7.71125 0.75105 0.32671 7.3 1.0 -4.8
N -6.83866 1.78412 0.41990 1.0 -0.5 4.1
C -5.46668 1.54666 0.38527 -9.6 -7.0 -7.5
H -4.90197 2.09742 0.82561 6.5 7.1 4.9
H -8.65883 0.98160 0.36320 -5.1 1.0 0.8
H -7.98708 -1.09797 -0.93558 2.1 2.1 0.8
H -5.45264 -1.25878 -1.50318 -2.2 2.2 1.9
H -3.37375 -1.54958 -0.91422 -10.0 -13.8 1.4
C -0.82569 -2.03222 -1.45485 7.2 14.1 11.5
O -1.18538 -2.81544 -2.06585 -7.3 -14.0 -12.1
N 0.29096 -2.27668 -0.59379 -4.9 11.4 2.6
H 0.55111 -1.47713 0.06304 -1.2 -0.8 -1.0
C 1.24150 -3.08721 -0.61770 3.4 -12.3 -6.3
C 1.48136 -3.87934 0.57351 -2.5 0.6 8.4
H 0.83906 -3.34046 1.74465 0.7 -1.1 -3.6
H 1.16326 -4.89453 0.79878 -0.1 0.0 -1.0
C 2.83193 -3.55519 1.13438 3.3 -5.1 1.8
H 3.57990 -4.67166 0.96690 -1.9 3.1 0.5
H 2.99057 -3.36398 2.32321 -0.5 -0.1 -3.2
C 3.28577 -2.61290 0.11836 5.4 3.4 0.5
H 4.40866 -2.71223 -0.06118 -0.9 1.0 1.1
H 2.99805 -1.53224 0.41485 0.6 -1.4 -0.5
C 2.74306 -2.93983 -1.18786 -3.2 -1.2 1.0
H 2.62136 -2.14032 -1.81914 0.7 1.9 -1.9
H 3.17062 -3.86335 -1.66335 -0.7 0.9 0.5
H 0.73461 -3.90307 -1.43172 1.4 1.2 1.7
H 1.00559 -0.05627 -1.72471 6.3 -10.7 -3.6
H 4.17193 1.02771 -0.19731 7.2 -4.5 -0.6
H 4.54711 3.13707 0.79346 0.4 -1.0 -0.7
H 3.02598 3.55239 0.39917 -0.5 -1.0 0.5
H 3.79901 1.34169 2.66444 -0.4 2.4 -1.4
H 3.46415 3.04261 3.03402 0.5 1.1 -0.3
H 1.40040 2.09671 3.67900 1.3 -0.5 -3.8
H 1.00494 2.55488 1.78142 2.0 -0.7 1.5
H 0.17294 0.30639 2.06661 3.1 0.4 -0.2
H 1.86983 -0.13972 2.59560 2.0 -3.7 3.6
H 1.79745 0.35670 1.21274 2.6 -1.4 -8.0
```
Positions in Å, forces in eV/Å.

The value obtained for the energy relative to the best compared isomer or geometry (same formula, charge and spin) is 24.677 eV. As for the LUMO energy: -0.742 eV. As for the frontier orbital gap: 8.1 eV. Its highest occupied orbital energy is -8.83 eV. As for the total charge: 0.